DFT (ωB97M-V with the def2-TZVPD basis set) results for 6 unconnected molecules or ions with the total composition C10H33O6 at a distorted geometry.

XYZ file:
```
49
Properties=species:S:1:pos:R:3:mulliken_charge:R:1
O -0.125 -0.581 0.469 -0.015
H -0.212 -0.491 -0.560 0.275
H -0.343 0.196 1.141 0.287
H 0.664 -0.761 0.749 0.412
C 2.396 -1.339 -3.121 -1.001
C 1.499 -2.582 -2.763 -0.383
O 0.375 -2.152 -1.894 -0.381
H 2.998 -1.624 -3.803 0.640
H 2.740 -0.835 -2.099 0.060
H 1.877 -0.425 -3.685 0.198
H 2.129 -3.257 -2.305 0.352
H 1.316 -3.015 -3.767 0.373
H -0.423 -2.802 -2.057 0.267
C -2.336 -0.099 3.034 -0.632
C -1.788 1.287 3.156 -0.174
O -0.854 1.479 2.077 -0.523
H -3.095 -0.519 3.705 0.421
H -1.592 -0.957 2.972 0.024
H -2.922 -0.229 2.096 -0.009
H -1.269 1.597 3.965 0.422
H -2.557 2.152 2.844 0.274
H -0.474 2.353 1.928 0.217
C 0.404 3.296 -1.444 -0.810
C 1.508 2.225 -1.597 0.043
O 1.580 1.528 -0.274 -0.397
H 0.558 3.978 -0.709 0.382
H -0.670 2.753 -1.221 -0.037
H 0.439 3.920 -2.369 0.347
H 2.438 2.527 -2.063 0.437
H 1.337 1.283 -2.278 -0.221
H 2.420 1.909 0.280 0.247
C 1.388 -2.005 3.112 -1.219
C 2.715 -2.217 2.213 -0.458
O 2.357 -1.648 0.946 -0.543
H 0.525 -2.519 2.697 0.306
H 1.164 -1.038 3.557 0.320
H 1.410 -2.498 4.119 0.480
H 2.745 -3.126 2.121 0.517
H 3.512 -1.790 2.841 0.271
H 2.928 -2.160 0.334 0.223
C -3.563 1.092 -0.485 -0.459
C -2.953 1.016 -1.877 -0.671
O -1.699 0.175 -1.850 -0.402
H -4.544 1.680 -0.529 0.354
H -2.814 1.561 0.207 -0.054
H -3.615 -0.014 -0.223 0.155
H -2.711 1.963 -2.198 0.460
H -3.496 0.579 -2.638 0.426
H -1.366 0.137 -2.753 0.199
```

The value obtained for the HOMO-LUMO gap is 11.19 eV. The energy relative to the best compared isomer or geometry (same formula, charge and spin) comes out at 544.9 kJ/mol. For the energy, the calculation gives -23177.56804 eV. As for the total charge: +1.